# 1
The following is a DFT calculation (wB97M-V/def2-TZVPD) of a cluster of 2 separate species, C4H8O2 in total.

```
14
Properties=species:S:1:pos:R:3:forces:R:3
C 1.431306 1.099104 -1.162080 0.0830 0.0760 -0.6143
O 1.201861 1.217273 0.111133 0.5216 -0.0771 0.3969
C 0.082801 1.537096 0.687838 -0.5301 0.2608 0.1359
C -0.838487 -0.853650 -0.184382 -0.1945 -0.1830 -0.0699
O -2.039067 -0.758534 -0.299193 0.3967 -0.0760 0.1177
C -0.137424 -1.707154 0.843012 -0.0650 -0.0106 0.0640
H 2.422562 0.764287 -1.421189 -0.0867 0.0990 0.0150
H -0.149467 -0.383015 -0.927019 -0.2421 -0.0902 0.0619
H 0.692062 1.464040 -1.868387 0.1424 -0.0455 0.0750
H 0.117486 1.589914 1.763925 0.0255 -0.0024 -0.0970
H -0.747831 1.883844 0.084632 0.0880 -0.0016 0.0603
H -0.758518 -1.836802 1.730094 0.0121 0.0303 -0.0776
H 0.832599 -1.278353 1.111911 -0.1438 -0.0505 -0.0573
H 0.044324 -2.695035 0.405559 -0.0071 0.0709 -0.0106
```
Forces are in eV/Å.

Values from the calculation:
net charge	0
HOMO energy (spin up / spin down)	-7.83 / -7.84	eV
E_LUMO (spin up / spin down)	0.37 / 0.43	eV

Results of the Löwdin charge analysis, in e, for atoms 1 through 5: C -0.056; O -0.162; C -0.052; C -0.364; O 0.028

=====

# 2
The following is a DFT calculation (wB97M-V/def2-TZVPD) of a structure of composition C3BrF3 at a distorted geometry.

```
7
Properties=species:S:1:pos:R:3:forces:R:3
C -1.120420 -2.418966 -0.271257 1.2259 -0.6502 0.3464
C -1.145615 0.915945 1.253327 -0.2299 -1.1111 1.2069
C -0.565678 1.699087 0.366848 0.1459 3.2494 -2.2749
F 0.064135 -2.256761 0.282616 -2.1695 0.8134 -0.6742
F -0.780718 1.691327 -0.985766 0.8907 0.2021 1.7383
F 0.048053 2.892689 0.777997 -1.0078 -2.6514 -0.8687
Br -2.311847 -0.847943 -0.262014 1.1447 0.1478 0.5262
```
Forces are in eV/Å.

Values from the calculation:
net charge	0
HOMO energy	-10.37	eV
E_LUMO	-1.60	eV

Results of the Löwdin charge analysis, in e, for atoms 1 through 5: C -0.323; C 0.062; C -0.506; F -0.042; F 0.011

=====

# 3
The following is a DFT calculation (wB97M-V/def2-TZVPD) of the ion C3H4N3O5 with charge +1 at a distorted geometry.

```
15
Properties=species:S:1:pos:R:3:forces:R:3
O -1.803355 2.506401 1.714793 -0.9301 0.2834 -0.1413
N -1.163882 2.043377 0.886544 0.3821 0.6306 1.2877
C -0.328113 1.377872 0.287156 1.5007 1.2523 -1.8763
C 0.962510 1.095923 1.106109 0.7777 -0.1358 -0.5947
O 1.091675 -0.321763 1.189344 -0.4060 -0.5442 -0.1296
N 0.801822 -1.076648 0.060584 3.4701 -1.5230 -2.0570
C -0.373362 -1.048047 -0.554676 0.7079 -1.4631 0.0647
O -1.288485 -0.377864 -0.224289 -2.2240 -0.1509 0.2299
N -0.562396 -2.030532 -1.782668 -0.7015 0.4258 1.5307
O 0.403328 -2.526314 -2.244585 2.2685 -0.5545 -0.6577
O -1.695170 -2.232209 -2.060646 -1.0191 0.2973 -0.1652
H -0.340664 1.281226 -0.819486 -0.0413 0.7268 0.9976
H 1.914686 1.650385 0.613524 -2.3361 -1.2354 1.1636
H 0.736095 1.306380 2.173203 0.6936 0.5218 -0.7388
H 1.645312 -1.648186 -0.344907 -2.1425 1.4687 1.0864
```
Forces are in eV/Å.

Values from the calculation:
net charge	+1
HOMO energy	-14.96	eV
structure (SMILES)	O=[N+]=CCONC(=O)[N+](=O)[O-]
E_LUMO	-7.43	eV

Results of the Löwdin charge analysis, in e, for atoms 1 through 5: O 0.343; N 0.076; C -0.029; C -0.035; O -0.038

=====

# 4
The following is a DFT calculation (wB97M-V/def2-TZVPD) of a cluster of 2 separate species, CHF3N2 in total at a distorted geometry.

```
7
Properties=species:S:1:pos:R:3:forces:R:3
C -1.352900 -0.228002 0.084832 -2.5901 2.7518 0.9100
N -0.217529 -0.593806 -0.160352 1.9730 -0.6831 -0.5258
N 1.800016 0.324031 -0.627555 -0.7892 2.0231 -0.5380
F -1.950910 0.940305 0.400561 2.0114 0.5349 -0.3176
F -2.368893 -1.003586 0.108796 -1.1333 -2.7839 -0.2651
F 2.150857 1.118946 0.418029 0.1147 0.2103 0.0273
H 1.939357 -0.557891 -0.224314 0.4135 -2.0531 0.7092
```
Forces are in eV/Å.

Values from the calculation:
net charge	0
HOMO energy (spin up / spin down)	-11.81 / -10.69	eV
E_LUMO (spin up / spin down)	-0.67 / -2.31	eV

Results of the Löwdin charge analysis, in e, for atoms 1 through 5: C -0.573; N 0.268; N 0.121; F 0.118; F 0.176

=====

# 5
The following is a DFT calculation (wB97M-V/def2-TZVPD) of a cluster of 2 separate species, C4H14NSi in total at a distorted geometry.

```
20
Properties=species:S:1:pos:R:3:forces:R:3
C 1.416178 -0.596110 2.108700 1.6040 -0.7237 -0.8340
C -0.777330 1.869500 -0.977619 2.1431 -1.4667 0.8900
C -0.302322 -0.022205 -3.842878 -0.6199 3.6241 -2.7115
C -0.941458 -0.563013 2.755045 -0.6518 0.2795 -0.7653
N 0.076883 -0.980338 1.815987 0.3409 -1.5230 3.8977
Si 0.237735 1.082437 -2.435852 -0.5875 -0.6002 0.6290
H 1.319026 0.096712 2.931546 0.7754 0.8390 -0.3640
H 2.112755 -1.486009 2.459741 -1.6678 1.2934 -0.8613
H 1.852859 -0.279078 1.108918 0.0106 0.2746 1.2292
H -0.885185 2.924833 -1.050560 -0.5029 0.8712 -0.2643
H -1.738900 1.336578 -0.822692 0.6893 0.4386 0.0674
H -0.024360 1.754166 -0.065629 -1.7596 -0.0154 -1.5294
H -1.006381 0.422708 -4.694881 1.4311 -0.2684 1.7634
H 0.665782 -0.133950 -4.368148 -0.5834 -0.8403 0.3435
H -0.878379 -0.827850 -3.566071 -0.4902 -2.4158 0.6793
H -0.939626 0.498067 2.735849 -0.2701 1.0330 0.4265
H -0.930079 -0.959826 3.796819 1.1423 0.0238 -0.4783
H 0.013376 -1.969787 1.786047 -0.3055 -1.4382 -1.7580
H 1.621825 1.427243 -2.699147 0.2851 0.6328 0.2466
H -1.868785 -0.967431 2.425437 -0.9829 -0.0182 -0.6067
```
Forces are in eV/Å.

Values from the calculation:
net charge	+1
HOMO energy (spin up / spin down)	-8.98 / -13.72	eV
2S+1	3
E_LUMO (spin up / spin down)	-3.40 / -8.58	eV

Results of the Löwdin charge analysis, in e, for atoms 1 through 5: C -0.024; C -0.306; C -0.328; C -0.010; N 0.079

=====

# 6
The following is a DFT calculation (wB97M-V/def2-TZVPD) of a cluster of 2 separate species, C20H23N7O3 in total at a distorted geometry.

```
53
Properties=species:S:1:pos:R:3:forces:R:3
C -3.916001 -2.193576 0.716673 0.1452 -0.0731 0.0038
C -2.768024 -3.013208 0.178943 -0.0704 -0.1801 -0.1252
C -3.010778 -4.274849 -0.364430 0.4153 -0.0219 -0.0581
C -1.953934 -5.047569 -0.845752 0.1095 0.8798 0.3685
N -0.682112 -4.629137 -0.798371 -0.0134 0.0847 0.0683
C -0.434401 -3.414863 -0.284203 -1.0513 -0.4225 0.0140
C -1.437323 -2.565083 0.203884 -0.1907 -0.6132 -0.5320
C -1.060780 -1.243181 0.730261 0.6372 -0.3751 1.3017
C -0.353013 -1.191497 1.937704 -0.6173 -0.1893 -1.1188
C 0.006111 0.033723 2.496965 -0.1785 1.3155 -0.4349
C -0.312966 1.220943 1.838268 0.4592 -0.6535 1.0093
C -0.996710 1.195575 0.607587 0.2501 -0.7141 0.5289
C -1.325409 2.360570 -0.098975 0.5308 2.7528 -0.4404
N -0.859417 3.592081 0.360665 -0.2493 -0.7500 -0.7401
C -2.095630 2.245130 -1.280347 0.2508 -0.9576 0.7541
C -2.531530 3.425720 -2.064254 -0.9592 1.5402 -1.3933
N -3.330861 3.311656 -3.170071 -0.1014 -1.8448 0.3866
O -2.229331 4.583544 -1.800275 0.8892 0.1245 1.2011
N -2.443336 1.023693 -1.738669 0.5293 -1.0632 1.1124
N -2.082287 -0.083784 -1.096134 -1.0817 0.5817 -1.7296
C -1.395409 -0.042552 0.061707 0.1071 1.1146 0.0859
H -4.244949 -1.467709 -0.033029 0.0738 -0.0102 0.1016
H -3.619197 -1.654081 1.620815 -0.0450 0.0314 -0.1358
H -4.764239 -2.835857 0.970628 0.1347 0.0687 -0.0784
H -4.019097 -4.668227 -0.422472 0.0069 0.0663 0.0732
H -2.167861 -6.025482 -1.265749 0.2732 0.0311 -0.0228
H 0.596403 -3.081640 -0.239151 0.0203 -0.1453 -0.0687
H -0.108016 -2.114242 2.457602 -0.0833 0.0713 -0.1741
H 0.519520 0.061695 3.454178 -0.0914 0.0359 -0.0707
H -0.040709 2.164639 2.303334 -0.1230 -0.1211 -0.2014
H 0.113237 3.595855 0.692580 -0.5821 -0.0527 -0.0220
H -1.123993 4.382174 -0.245976 0.1862 -0.6024 0.2873
H -3.724409 4.171598 -3.537987 0.2488 -0.4161 0.2502
H -3.761506 2.411846 -3.363160 0.1141 0.4105 -0.1298
C 2.263232 -1.393676 -1.559817 0.3814 -0.0840 0.2136
N 2.567471 -0.673799 -0.324582 -0.9178 0.4595 0.0568
C 3.715596 -0.792998 0.359393 0.9616 -0.4297 -0.5819
O 4.584632 -1.597482 0.049139 -0.2503 0.2504 0.2927
C 3.969605 0.175288 1.524147 -0.6337 0.5779 -0.3138
N 3.032662 1.306420 1.595163 0.5832 -1.3977 0.8478
C 2.954786 2.367579 0.791182 -0.1361 1.0130 -0.9430
C 4.006911 2.586871 -0.275898 -0.1161 -0.0810 0.3291
O 2.023527 3.155938 0.905870 -0.1550 0.2257 0.1602
H 1.219585 -1.239221 -1.840306 0.1215 0.0529 0.1844
H 2.448214 -2.461610 -1.427001 0.0043 0.1185 -0.0526
H 2.905155 -1.031380 -2.364688 -0.0177 -0.0798 -0.0333
H 1.898743 0.010938 -0.003988 0.0356 -0.0675 -0.0150
H 3.894689 -0.395796 2.449072 0.0307 0.0833 0.0035
H 4.990272 0.548329 1.440302 0.0066 -0.2195 -0.0825
H 2.311726 1.261010 2.297702 -0.0726 0.0284 -0.1114
H 4.993874 2.612702 0.182106 0.1485 -0.1108 -0.1073
H 3.816171 3.539556 -0.768120 -0.0703 -0.1306 0.1254
H 3.961107 1.787429 -1.012461 0.1525 -0.1119 -0.0438
```
Forces are in eV/Å.

Values from the calculation:
net charge	0
HOMO energy	-8.55	eV
structure (SMILES)	Cc1ccncc1-c1cccc2c(N)c(C(N)=O)nnc12.CNC(=O)CNC(C)=O
E_LUMO	-0.56	eV

Results of the Löwdin charge analysis, in e, for atoms 1 through 5: C -0.031; C -0.201; C -0.026; C -0.137; N 0.061

=====

What did the fourth record say?
The following is a DFT calculation (wB97M-V/def2-TZVPD) of a cluster of 2 separate species, CHF3N2 in total at a distorted geometry.

```
7
Properties=species:S:1:pos:R:3:forces:R:3
C -1.352900 -0.228002 0.084832 -2.5901 2.7518 0.9100
N -0.217529 -0.593806 -0.160352 1.9730 -0.6831 -0.5258
N 1.800016 0.324031 -0.627555 -0.7892 2.0231 -0.5380
F -1.950910 0.940305 0.400561 2.0114 0.5349 -0.3176
F -2.368893 -1.003586 0.108796 -1.1333 -2.7839 -0.2651
F 2.150857 1.118946 0.418029 0.1147 0.2103 0.0273
H 1.939357 -0.557891 -0.224314 0.4135 -2.0531 0.7092
```
Forces are in eV/Å.

Values from the calculation:
net charge	0
HOMO energy (spin up / spin down)	-11.81 / -10.69	eV
E_LUMO (spin up / spin down)	-0.67 / -2.31	eV

Results of the Löwdin charge analysis, in e, for atoms 1 through 5: C -0.573; N 0.268; N 0.121; F 0.118; F 0.176

=====

> net charge of number 1 (C4H8O2)?

0

=====

> net charge of number 1 (C4H8O2)?

0